Molecular formula: ClFIPS
Method: DFT, ωB97M-V with the def2-TZVPD basis set

The electronic energy comes out at -43465.0715 eV. The value obtained for the frontier orbital gap is 7.065 eV. The calculation puts the relative energy (zero: lowest compared OMol25 entry of this formula, charge and spin) at 44.2 kcal per mole.

The geometry in ORCA input format:
```
! RIJCOSX wB97M-V def2-TZVPD def2/J DEFGRID3
* xyz 0 1
F 1.47 -0.57 0.13
P 0.05 0.07 -0.24
S 0.17 1.44 -1.59
Cl -0.45 1.00 2.34
I -1.24 -1.94 -0.64
*
```